# 1
3 unconnected molecules or ions with the total composition C4H10OS2 in a non-equilibrium geometry, computed with wB97M-V/def2-TZVPD.

Multiplicity: 1
Energy above the lowest of the compared OMol25 structures with the same formula, charge and spin, kJ/mol: 508.1
E_LUMO, eV: -3.427
Orbital gap, eV: 2.88
Highest occupied orbital energy, Ha: -0.2317
E_tot, eV: -28023.3251
Net charge: 0

Last column: Löwdin charge in e.
Positions of all 17 atoms, in Å:
S  -0.79717  0.64316  0.68372  0.009
S  -1.57004  1.76392  2.14107  0.280
O  2.63545  -3.90836  -0.78716  -0.062
C  2.60579  -0.84316  -1.28519  0.049
C  1.27710  -1.19434  -3.35973  0.080
C  1.46452  -1.09992  -2.01444  -0.280
C  -3.15761  2.24888  1.48740  -0.519
H  0.29952  -1.21418  -3.82065  0.063
H  3.48843  -4.33176  -0.66119  0.034
H  -3.07637  2.93701  0.64512  0.035
H  2.51312  -0.58456  -0.24051  0.059
H  -3.74032  1.38215  1.19111  0.028
H  -3.68676  2.77973  2.26993  0.023
H  0.57143  -1.26663  -1.42448  0.083
H  2.09371  -1.17660  -4.08137  0.069
H  2.78861  -2.96694  -0.95648  -0.025
H  3.50683  -0.46523  -1.76781  0.075

# 2
C4H10OS2 in the gas phase in a non-equilibrium geometry, computed with wB97M-V/def2-TZVPD.

Multiplicity: 1
Energy above the lowest of the compared OMol25 structures with the same formula, charge and spin, kJ/mol: 202.0
E_LUMO, eV: -0.957
Orbital gap, eV: 8.15
Highest occupied orbital energy, Ha: -0.3347
E_tot, eV: -28026.4982
SMILES string: CSSCCCO
Net charge: 0

Last column: Löwdin charge in e.
Positions of all 17 atoms, in Å:
S  0.24874  0.51842  -1.08437  0.656
S  -1.95265  0.33589  -0.09020  0.538
O  2.47774  -1.84640  0.06662  -0.095
C  0.93510  0.53177  0.50173  -0.714
C  -2.21342  2.06713  -0.64373  -0.553
C  1.34977  -2.02085  0.91327  -0.266
C  0.86756  -0.67310  1.47323  -0.248
H  -1.99125  2.08843  -1.74803  0.020
H  2.03173  0.60497  0.28672  0.080
H  -1.54455  2.75797  -0.09898  0.025
H  0.66499  1.46702  1.01904  0.073
H  0.60669  -2.34937  0.18016  0.104
H  -0.21288  -0.81586  1.67024  0.068
H  1.41571  -2.80843  1.67320  0.124
H  2.19296  -1.31384  -0.68037  0.036
H  1.44154  -0.42798  2.40469  0.126
H  -3.19321  2.54759  -0.64071  0.026